# 1
{"formula": "C5H8N", "method": "ωB97M-V/def2-TZVPD", "species": ["C", "C", "C", "C", "C", "N", "H", "H", "H", "H", "H", "H", "H", "H"], "positions_angstrom": [[-1.1194, -0.0154, -0.0520], [-2.1425, -0.7925, -0.0433], [-0.6301, 1.3392, -0.0233], [1.5237, -0.3289, 0.6779], [0.2775, 0.1620, 0.0813], [1.4746, -0.3274, -0.7747], [-2.2153, -1.8217, 0.0819], [-3.0116, -0.2233, 0.1089], [-0.4754, 1.9107, -0.9455], [-0.9019, 1.9779, 0.8223], [2.3075, 0.4194, 1.1165], [1.6228, -1.3000, 1.3083], [2.1241, 0.2665, -1.1885], [1.1660, -1.2664, -1.1696]], "nbo_charge": [-0.0462, -0.2650, -0.4131, -0.2312, 0.0820, -0.5282, 0.2275, 0.2243, 0.2534, 0.2649, 0.2592, 0.2665, 0.4456, 0.4601], "de_lowest_kj_mol": 395.7, "total_charge": 1, "smiles": "C=C1C[C@@]12C[NH2+]2", "max_force_ev_per_a": 4.37, "gap_ev": 11.093, "homo_energy_ha": -0.538}

---

# 2
{"formula": "C42H36N3O2P2Zr", "method": "ωB97M-V/def2-TZVPD", "species": ["Zr", "C", "O", "C", "C", "C", "C", "C", "C", "N", "N", "C", "C", "C", "C", "O", "C", "N", "C", "C", "C", "C", "H", "H", "H", "H", "H", "H", "H", "H", "H", "H", "H", "H", "C", "C", "P", "C", "C", "C", "C", "C", "C", "C", "C", "C", "C", "C", "C", "P", "C", "C", "C", "C", "C", "C", "C", "C", "C", "C", "C", "C", "H", "H", "H", "H", "H", "H", "H", "H", "H", "H", "H", "H", "H", "H", "H", "H", "H", "H", "H", "H", "H", "H", "H", "H"], "positions_angstrom": [[0.8468, -0.2849, 0.7537], [-10.6564, -1.6753, -1.3430], [-9.3742, -1.8032, -0.7174], [-8.6683, -0.6981, -0.4777], [-7.4437, -0.8902, 0.1916], [-6.6413, 0.1819, 0.4735], [-7.0381, 1.4793, 0.1064], [-8.2808, 1.6667, -0.4913], [-9.0842, 0.5906, -0.8145], [-6.3483, 2.6696, 0.3890], [-5.1290, 2.7341, 0.6078], [-4.1326, 1.8060, 0.3021], [-3.9494, 1.2395, -0.9511], [-2.7674, 0.5617, -1.2826], [-1.7589, 0.4463, -0.3584], [-0.5415, -0.1901, -0.5539], [-1.9136, 0.9956, 0.9085], [-0.8450, 0.8319, 1.7725], [-0.9506, 1.3563, 3.0002], [-2.0657, 2.0611, 3.4249], [-3.1279, 2.2403, 2.5544], [-3.0801, 1.6889, 1.2695], [-11.0457, -2.6831, -1.4288], [-10.5608, -1.2320, -2.3348], [-11.3258, -1.0736, -0.7275], [-7.1820, -1.8941, 0.4971], [-5.7277, 0.0275, 1.0316], [-8.5983, 2.6780, -0.7098], [-10.0350, 0.7565, -1.2965], [-4.7311, 1.3354, -1.6924], [-2.6466, 0.1363, -2.2713], [-0.1066, 1.2242, 3.6676], [-2.0864, 2.4738, 4.4232], [-3.9960, 2.8176, 2.8498], [3.5659, -2.6762, -0.4039], [4.2705, -1.3244, -0.1784], [3.1333, 0.0628, -0.5732], [3.4070, 0.6480, -2.2351], [4.3044, 1.6801, -2.5045], [4.5480, 2.0288, -3.8236], [3.9061, 1.3526, -4.8530], [3.0054, 0.3292, -4.5791], [2.7411, -0.0223, -3.2664], [3.2352, 1.3507, 0.6917], [2.0311, 2.0972, 0.7832], [1.8660, 3.0665, 1.7758], [2.8708, 3.2530, 2.7116], [4.0383, 2.4945, 2.6466], [4.2225, 1.5346, 1.6549], [1.7697, -2.6394, -0.0475], [0.9511, -4.0190, -0.8163], [1.2894, -5.3380, -0.5041], [0.6557, -6.3686, -1.1759], [-0.3006, -6.0857, -2.1467], [-0.6377, -4.7738, -2.4535], [-0.0140, -3.7299, -1.7869], [1.4187, -2.5864, 1.7435], [0.1821, -3.0711, 2.1920], [-0.2717, -2.7650, 3.4762], [0.4700, -1.9372, 4.3073], [1.6743, -1.4037, 3.8597], [2.1493, -1.7112, 2.5864], [4.0623, -3.4839, 0.1346], [3.5894, -2.9366, -1.4662], [5.1621, -1.2484, -0.8008], [4.5996, -1.2303, 0.8570], [4.8104, 2.2004, -1.7004], [5.2420, 2.8273, -4.0481], [4.1045, 1.6290, -5.8800], [2.5050, -0.1835, -5.3892], [2.0198, -0.8016, -3.0455], [1.3349, 2.0734, -0.0681], [0.9699, 3.6726, 1.8026], [2.7588, 4.0016, 3.4850], [4.8290, 2.6682, 3.3659], [5.1472, 0.9725, 1.6105], [2.0378, -5.5579, 0.2483], [0.9089, -7.3951, -0.9472], [-0.7861, -6.8994, -2.6694], [-1.3822, -4.5677, -3.2105], [-0.2687, -2.7005, -2.0106], [-0.4042, -3.7115, 1.5435], [-1.2071, -3.1844, 3.8233], [0.1186, -1.7141, 5.3062], [2.2618, -0.7728, 4.5154], [3.1183, -1.3288, 2.2818]], "lowdin_charge": [1.5715, -0.0350, -0.0477, -0.2672, 0.0198, -0.0262, -0.2694, 0.0120, 0.0140, 0.1142, 0.0753, -0.2087, 0.0190, 0.0501, -0.2861, -0.2877, -0.1655, -0.0390, -0.1110, -0.0068, 0.0760, -0.0754, 0.1012, 0.1019, 0.1043, 0.1262, 0.1081, 0.1288, 0.1151, 0.1363, 0.1368, 0.1153, 0.1265, 0.1403, -0.3232, -0.3246, 0.9820, -0.3726, -0.0632, -0.0340, -0.0224, -0.0417, -0.0887, -0.4053, -0.2035, -0.0411, -0.0170, -0.0076, -0.0520, 0.9839, -0.3961, -0.0682, -0.0344, -0.0223, -0.0416, -0.0858, -0.4323, -0.0503, -0.0048, -0.0245, -0.0413, -0.1734, 0.1095, 0.1049, 0.1121, 0.0722, 0.1156, 0.1263, 0.1279, 0.1226, 0.0983, 0.1177, 0.1306, 0.1317, 0.1329, 0.1235, 0.1206, 0.1263, 0.1275, 0.1219, 0.0941, 0.1261, 0.1353, 0.1340, 0.1323, 0.0950], "total_charge": 3, "max_force_ev_per_a": 0.69, "gap_ev": 4.272, "homo_energy_ha": -0.505}

---

# 3
{"formula": "C45H44NiP2", "method": "ωB97M-V/def2-TZVPD", "species": ["Ni", "C", "C", "C", "C", "C", "C", "C", "C", "C", "H", "H", "H", "H", "H", "H", "H", "H", "H", "H", "H", "H", "H", "H", "H", "P", "P", "C", "C", "C", "C", "C", "C", "C", "C", "C", "C", "C", "C", "C", "C", "C", "C", "C", "C", "C", "C", "C", "C", "C", "C", "C", "C", "H", "H", "H", "H", "H", "H", "H", "H", "H", "H", "H", "H", "H", "H", "H", "H", "H", "H", "H", "H", "H", "H", "C", "C", "C", "C", "C", "C", "C", "C", "C", "C", "H", "H", "H", "H", "H", "H", "H"], "positions_angstrom": [[1.3930, 3.4902, -3.3173], [1.8830, 5.1547, -4.1737], [0.4995, 5.0408, -3.9109], [-0.5340, 4.6070, -4.9293], [-0.0801, 3.2942, -5.6180], [0.6996, 2.4188, -4.6578], [2.1189, 2.3308, -4.6124], [3.0759, 3.2287, -5.3561], [2.6327, 4.7171, -5.4124], [-0.4491, -1.2693, -0.6464], [2.4332, 5.8969, -3.5752], [0.1077, 5.7097, -3.1459], [-0.7725, 5.3717, -5.6818], [-1.4646, 4.4106, -4.3730], [-0.9750, 2.7520, -5.9492], [0.4979, 3.5037, -6.5310], [0.1248, 1.5843, -4.2345], [2.5228, 1.3495, -4.3318], [3.3255, 2.8656, -6.3548], [4.0180, 3.1979, -4.7934], [3.5537, 5.3234, -5.4394], [2.0852, 4.9568, -6.3373], [0.3449, -0.6097, -0.2384], [-0.0822, -2.3074, -0.6536], [-1.3372, -1.2120, -0.0039], [-0.1114, 2.0291, 0.0225], [-0.9401, -0.8162, -2.2999], [-1.0163, 1.9033, -1.5500], [-1.4786, 0.8566, -2.3101], [-1.1512, 3.2810, 0.8869], [-1.6477, 4.3948, 0.1967], [-2.4668, 5.3231, 0.8481], [-2.7656, 5.1660, 2.2051], [-2.2259, 4.0790, 2.9057], [-1.4176, 3.1395, 2.2657], [1.2158, 3.2364, -0.5844], [2.1926, 2.7658, -1.5764], [3.4629, 3.4695, -1.6639], [3.6681, 4.6615, -0.9804], [2.6379, 5.2042, -0.2087], [1.4564, 4.4769, 0.0037], [-2.3197, -1.8559, -2.8952], [-3.6375, -1.5495, -2.4957], [-4.7088, -2.3349, -2.9349], [-4.4883, -3.4158, -3.7961], [-3.1862, -3.7246, -4.2005], [-2.1058, -2.9702, -3.7339], [0.4581, -1.1781, -3.3681], [1.7182, -1.4698, -2.8168], [2.7575, -1.8923, -3.6444], [2.5761, -1.9484, -5.0316], [1.3441, -1.5942, -5.5918], [0.2835, -1.2170, -4.7645], [-1.2292, 2.9057, -1.9547], [-2.1916, 1.0421, -3.1208], [-1.3620, 4.5718, -0.8367], [-2.8568, 6.1711, 0.2898], [-3.4206, 5.8805, 2.7048], [-2.4419, 3.9674, 3.9684], [-0.9637, 2.3156, 2.8207], [2.1914, 1.7085, -1.8638], [4.2719, 3.0229, -2.2538], [4.6348, 5.1721, -1.0199], [2.7701, 6.1723, 0.2702], [0.7027, 4.9492, 0.6297], [-3.8145, -0.6924, -1.8399], [-5.7199, -2.0989, -2.6013], [-5.3294, -4.0154, -4.1474], [-3.0084, -4.5597, -4.8802], [-1.0934, -3.2498, -4.0382], [1.8765, -1.4064, -1.7351], [3.7127, -2.1899, -3.2033], [3.3981, -2.2611, -5.6804], [1.1994, -1.6108, -6.6732], [-0.6920, -0.9898, -5.1971], [-0.0237, -1.1159, 4.6903], [-0.1574, -1.8689, 3.5023], [0.5450, -1.5152, 2.3626], [1.2836, -0.3102, 2.3161], [1.7705, 0.2989, 1.1537], [2.8207, 1.1736, 1.1937], [3.0330, 1.9021, 2.3998], [2.3562, 1.5482, 3.5476], [1.4882, 0.4265, 3.5563], [0.8168, -0.0058, 4.7173], [-0.5630, -1.4147, 5.5878], [-0.7987, -2.7511, 3.4824], [0.5590, -2.1553, 1.4835], [3.4295, 1.3869, 0.3217], [3.7288, 2.7430, 2.4032], [2.4975, 2.0889, 4.4831], [0.9756, 0.5575, 5.6413]], "lowdin_charge": [0.2479, -0.1775, -0.2280, -0.1773, -0.1727, -0.2142, -0.2226, -0.1788, -0.1726, -0.2227, 0.1094, 0.1019, 0.1094, 0.1025, 0.1030, 0.1030, 0.0789, 0.1033, 0.1073, 0.0976, 0.1063, 0.1065, -0.0103, 0.0685, 0.0790, 1.0891, 0.9346, -0.3717, -0.3638, -0.3751, -0.1184, -0.0804, -0.0920, -0.0945, -0.0885, -0.3063, -0.2101, -0.0791, -0.1029, -0.0788, -0.0940, -0.2784, -0.0772, -0.0783, -0.0804, -0.0785, -0.0815, -0.3167, -0.0810, -0.0802, -0.0806, -0.0722, -0.1068, 0.0423, 0.0695, 0.0933, 0.1009, 0.0991, 0.0989, 0.0927, 0.1005, 0.1107, 0.1053, 0.1011, 0.0961, 0.1080, 0.1058, 0.1056, 0.1063, 0.1039, 0.0968, 0.1075, 0.1054, 0.1085, 0.1174, -0.0823, -0.0803, -0.0511, -0.1966, -0.0273, -0.1201, -0.0674, -0.0472, -0.1806, -0.0424, 0.0994, 0.1021, 0.0894, 0.0928, 0.1084, 0.1107, 0.1127], "de_lowest_kj_mol": 108.1, "max_force_ev_per_a": 4.00, "gap_ev": [5.276, 5.988], "homo_energy_ha": [-0.176, -0.242], "s2": 2.021, "multiplicity": 3}

---

# 4
{"formula": "C3H13NO3", "method": "ωB97M-V/def2-TZVPD", "species": ["C", "C", "C", "N", "H", "H", "H", "H", "H", "H", "H", "H", "H", "O", "H", "H", "O", "H", "H", "O"], "positions_angstrom": [[-1.7800, 0.4814, -0.2303], [-0.3440, 0.2721, 0.2045], [0.0543, 0.3364, 1.5301], [0.5913, 0.1711, -0.7945], [-2.4554, 0.5437, 0.6869], [-1.8326, 1.5282, -0.6262], [-2.0234, -0.3309, -0.9344], [1.1264, 0.2191, 1.5757], [-0.5997, 0.1646, 2.3955], [0.3173, 0.5035, -1.6847], [1.2411, -0.5800, -0.8471], [2.7663, -0.8030, 0.6913], [3.6080, -2.1142, 0.4905], [3.4766, -1.2168, 0.1763], [1.2857, 3.3048, -2.5520], [1.1104, 2.0675, -1.7889], [0.6060, 2.6152, -2.4403], [-2.7216, -1.9226, 1.9044], [-1.8994, -2.4890, 0.7890], [-2.5273, -2.7511, 1.4543]], "nbo_charge": [-0.6775, 0.2064, -0.5155, -0.8639, 0.2215, 0.2433, 0.2216, 0.1709, 0.2104, 0.3838, 0.4031, 0.4720, 0.4769, -0.9481, 0.4703, 0.4712, -0.9484, 0.4659, 0.4661, -0.9299], "de_lowest_kj_mol": 131.4, "smiles": "C=C(C)N.O.O.O", "max_force_ev_per_a": 3.34, "gap_ev": 9.256, "homo_energy_ha": -0.319}

---

# 5
{"formula": "C22H26N4O3S", "method": "ωB97M-V/def2-TZVPD", "species": ["C", "H", "H", "H", "C", "C", "H", "H", "H", "C", "C", "N", "C", "C", "C", "C", "C", "C", "N", "H", "H", "H", "H", "H", "N", "C", "O", "C", "C", "C", "C", "C", "C", "H", "S", "O", "O", "N", "C", "H", "H", "C", "H", "H", "C", "H", "H", "C", "H", "H", "H", "H", "H", "H", "H", "H"], "positions_angstrom": [[-1.8721, -0.1453, 5.0829], [-2.7680, 0.3385, 4.7011], [-1.5331, 0.4066, 5.9560], [-2.1258, -1.1567, 5.3947], [-0.7771, -0.1721, 4.0201], [0.4966, -0.8026, 4.5739], [0.8449, -0.2462, 5.4405], [1.2856, -0.8058, 3.8260], [0.3086, -1.8306, 4.8756], [-1.2667, -0.9520, 2.7844], [-2.4838, -0.3128, 2.1970], [-2.5088, 0.8963, 1.7171], [-3.7864, 1.0898, 1.2540], [-4.3688, 2.1976, 0.6491], [-5.6956, 2.1022, 0.2865], [-6.4386, 0.9414, 0.5123], [-5.8806, -0.1704, 1.1109], [-4.5481, -0.0818, 1.4773], [-3.6828, -0.9592, 2.0821], [-3.8792, -1.9060, 2.3604], [-6.4550, -1.0682, 1.2839], [-7.4748, 0.9144, 0.2097], [-6.1788, 2.9445, -0.1861], [-3.7930, 3.0918, 0.4741], [-0.2411, -1.0014, 1.7609], [0.1762, -2.1629, 1.2155], [-0.1920, -3.2516, 1.6159], [1.1735, -2.0235, 0.1079], [2.0824, -3.0624, -0.0777], [3.0242, -3.0115, -1.0910], [3.0609, -1.9182, -1.9411], [2.1451, -0.8988, -1.7646], [1.2033, -0.9330, -0.7572], [0.4945, -0.1201, -0.7001], [2.2055, 0.5009, -2.8815], [1.1670, 1.4229, -2.5086], [2.2393, 0.0259, -4.2327], [3.7457, 1.0767, -2.5031], [3.7360, 1.9724, -1.3624], [4.7036, 1.8967, -0.8567], [2.9431, 1.6768, -0.6774], [3.5255, 3.3628, -1.9658], [2.4612, 3.4994, -2.1547], [3.8800, 4.1580, -1.3133], [4.2990, 3.2901, -3.2888], [3.7704, 3.8052, -4.0879], [5.2869, 3.7388, -3.1856], [4.4287, 1.7798, -3.5795], [5.4763, 1.4650, -3.5800], [3.9725, 1.4802, -4.5220], [3.7722, -1.8427, -2.7475], [3.7231, -3.8236, -1.2204], [2.0275, -3.9111, 0.5877], [0.0207, -0.1144, 1.3611], [-1.4790, -1.9918, 3.0577], [-0.5710, 0.8539, 3.6993]], "nbo_charge": [-0.6090, 0.2163, 0.2169, 0.2003, -0.2095, -0.6076, 0.2123, 0.2145, 0.2065, -0.0981, 0.4017, -0.4857, 0.0672, -0.1900, -0.2292, -0.2122, -0.2599, 0.1582, -0.5512, 0.4228, 0.2140, 0.2135, 0.2133, 0.2224, -0.5975, 0.6484, -0.6274, -0.0672, -0.1580, -0.2145, -0.1530, -0.3273, -0.2057, 0.2447, 2.3090, -0.9463, -0.9337, -0.6641, -0.2320, 0.1984, 0.2203, -0.4260, 0.2296, 0.2151, -0.4281, 0.2197, 0.2070, -0.2409, 0.1987, 0.2399, 0.2368, 0.2230, 0.2380, 0.4122, 0.2407, 0.2126], "de_lowest_kj_mol": 158.0, "smiles": "CC(C)[C@H](NC(=O)c1cccc(S(=O)(=O)N2CCCC2)c1)c1nc2ccccc2[nH]1", "max_force_ev_per_a": 1.17, "gap_ev": 8.957, "homo_energy_ha": -0.315}

---

> What is the formula in the second record?

C42H36N3O2P2Zr